ORCA calculation (ωB97M-V with the def2-TZVPD basis set) on a cluster of 2 separate species, CH2ClNO2 in total in a non-equilibrium geometry.

CARTESIAN COORDINATES (ANGSTROEM)
C  0.66258  -0.90576  -0.62207
N  0.58221  0.24875  -0.94893
O  0.78028  -2.09353  -0.49246
O  0.03498  1.34126  -0.41055
Cl  -0.93807  -0.66949  2.05451
H  0.41634  2.19066  -0.70097
H  -1.53832  -0.11189  1.12046

Relative energy (zero: lowest compared OMol25 entry of this formula, charge and spin) = 47.52 kcal/mol
Kohn-Sham gap = 10.3 eV
Calculated total energy = -19174.359 eV
Structure (SMILES) = O=C=NO.Cl
Largest force on an atom = 0.05617 Eh/bohr
Net charge = 0

ORCA calculation (ωB97M-V with the def2-TZVPD basis set) on the ion C20H31N2O with charge +1.

CARTESIAN COORDINATES (ANGSTROEM)
C  -6.16613  -2.22013  0.84065
H  -6.01018  -1.16726  1.06450
C  -4.88331  -2.89039  0.36261
C  -4.39312  -2.35464  -0.98511
H  -5.21553  -2.39267  -1.70055
H  -3.59523  -2.99560  -1.36685
C  -3.88251  -0.91683  -0.92618
N  -2.66178  -0.85569  -0.14472
C  -1.91878  0.18914  0.17831
O  -0.90030  0.04480  0.87004
C  -2.33005  1.57424  -0.31586
H  -3.37214  1.54001  -0.63367
C  -1.46830  1.99684  -1.51567
C  0.01879  2.09824  -1.14782
N  0.19087  2.30064  0.30571
H  -0.08664  1.34205  0.73814
C  -0.79910  3.27468  0.79435
C  -2.18096  2.61345  0.81390
H  -2.34044  2.12151  1.77465
H  -2.94469  3.38309  0.70856
H  -0.78412  4.15012  0.14034
H  -0.52461  3.59692  1.79962
C  1.58819  2.62884  0.66756
C  2.55059  1.55490  0.20326
C  2.42089  0.31263  0.67649
C  3.21764  -0.85748  0.31406
C  3.57962  -1.13825  -1.00240
C  4.32599  -2.26407  -1.29955
C  4.72600  -3.12311  -0.28999
C  4.35579  -2.86386  1.01999
C  3.59704  -1.74881  1.31804
H  3.30869  -1.54892  2.33981
H  4.65530  -3.53612  1.80956
H  5.31536  -3.99616  -0.52391
H  4.59595  -2.47138  -2.32419
H  3.24940  -0.49208  -1.80208
H  1.66627  0.11526  1.42951
C  3.62034  2.01644  -0.73622
H  3.22552  2.19335  -1.73739
H  4.04579  2.95325  -0.37851
H  4.41696  1.28248  -0.80385
H  1.84724  3.59234  0.22095
H  1.62955  2.72866  1.75578
H  0.48140  2.93396  -1.67916
H  0.54886  1.18238  -1.41550
H  -1.58902  1.28810  -2.33483
H  -1.83785  2.96225  -1.86428
H  -2.33018  -1.74417  0.21461
H  -4.64621  -0.27649  -0.47528
H  -3.68513  -0.55883  -1.94235
H  -4.10822  -2.77156  1.12348
H  -5.06785  -3.95972  0.25222
H  -6.94354  -2.30163  0.08509
H  -6.52172  -2.70277  1.74665

Relative energy (zero: lowest compared OMol25 entry of this formula, charge and spin) = 14.79 kcal/mol
Kohn-Sham gap = 9.0 eV
Calculated total energy = -26265.833 eV
Structure (SMILES) = CCCCNC(=O)[C@H]1CC[N@H+](C/C(C)=C/c2ccccc2)CC1
Largest force on an atom = 0.01392 Eh/bohr
Net charge = +1

ORCA calculation (ωB97M-V with the def2-TZVPD basis set) on the molecule CHNOS in a non-equilibrium geometry.

CARTESIAN COORDINATES (ANGSTROEM)
C  1.70048  -0.26976  -0.02889
N  0.37550  -0.54640  0.33381
O  1.37558  0.25975  1.09193
S  2.94844  -0.58529  -1.11395
H  -0.53942  -0.10971  0.17259

Relative energy (zero: lowest compared OMol25 entry of this formula, charge and spin) = 46.88 kcal/mol
Kohn-Sham gap (alpha / beta) = 9.7 / 9.7 eV
Calculated total energy = -15422.208 eV
Structure (SMILES) = S=C1NO1
Largest force on an atom = 0.06741 Eh/bohr
Net charge = 0

ORCA calculation (ωB97M-V with the def2-TZVPD basis set) on a cluster of 2 separate species, C3H2O2S in total in a non-equilibrium geometry.

CARTESIAN COORDINATES (ANGSTROEM)
C  0.69060  0.65820  0.98792
C  -1.08419  -1.16867  -0.49559
C  0.60519  0.74135  -0.26876
O  0.52984  0.50326  2.12305
O  -0.83575  -1.10150  -1.62362
S  -1.46463  -1.62707  0.94069
H  0.09227  1.53079  -0.72989
H  1.46667  0.46364  -0.93380

Relative energy (zero: lowest compared OMol25 entry of this formula, charge and spin) = 14.86 kcal/mol
Kohn-Sham gap = 10.3 eV
Calculated total energy = -18072.233 eV
Structure (SMILES) = C=C=O.O=C=S
Largest force on an atom = 0.09674 Eh/bohr
Net charge = 0

ORCA calculation (ωB97M-V with the def2-TZVPD basis set) on a cluster of 16 separate species, C72H156O36S10 in total in a non-equilibrium geometry.

CARTESIAN COORDINATES (ANGSTROEM)
C  -2.00833  8.62366  -4.64699
O  -0.87567  8.70553  -3.81660
C  0.20615  7.82192  -3.96891
C  1.05861  7.90352  -2.72480
O  0.41459  7.31705  -1.52097
C  0.03049  5.92874  -1.69946
C  -0.39107  5.48938  -0.31258
O  -1.72836  5.81591  0.14347
C  -2.71515  4.93476  -0.30751
H  -1.81376  9.13109  -5.58384
H  -2.70436  9.26924  -4.14652
H  -2.39125  7.61034  -4.73074
H  0.81587  7.98534  -4.87680
H  -0.15230  6.77694  -4.04113
H  1.21043  8.98154  -2.47802
H  1.98396  7.36038  -2.94209
H  0.91201  5.31381  -2.08881
H  -0.72180  5.80733  -2.45338
H  0.19914  5.97479  0.44327
H  -0.36697  4.40593  -0.23262
H  -3.21006  5.13614  -1.34285
H  -3.52029  4.91963  0.41528
H  -2.29593  3.90580  -0.27157
C  -0.65126  -3.06030  -2.07830
O  -1.29707  -3.35140  -3.27964
C  -0.40089  -3.00573  -4.34010
C  -1.14567  -2.79268  -5.68868
O  -1.55200  -4.05931  -6.18643
C  -2.92818  -4.37354  -6.24509
C  -3.52676  -4.49597  -7.68883
O  -3.40634  -3.27043  -8.48015
C  -4.10425  -2.17921  -7.99025
H  -1.17225  -3.48376  -1.21312
H  -0.48183  -1.96056  -1.90904
H  0.35826  -3.46093  -2.02445
H  0.47564  -3.65242  -4.50049
H  -0.00315  -2.02337  -4.08671
H  -0.34653  -2.35967  -6.32638
H  -2.02055  -2.05012  -5.53517
H  -3.49120  -3.66640  -5.66996
H  -3.06044  -5.32794  -5.72164
H  -4.59457  -4.74995  -7.54564
H  -3.04607  -5.24509  -8.24931
H  -3.98732  -1.95960  -6.96490
H  -5.19165  -2.20544  -8.25808
H  -3.73070  -1.26621  -8.52293
C  -2.62221  -6.76466  -3.13537
O  -4.03106  -6.74047  -2.87890
C  -4.58330  -5.70192  -2.12656
C  -4.30850  -5.91709  -0.64394
O  -2.92013  -5.91043  -0.40165
C  -2.70183  -5.85609  0.98987
C  -1.24387  -5.81196  1.26197
O  -0.47610  -6.88692  0.89186
C  -0.87258  -8.03229  1.53050
H  -2.55876  -7.48848  -3.95447
H  -2.06327  -7.07497  -2.28438
H  -2.29228  -5.81789  -3.52002
H  -5.69581  -5.71934  -2.31408
H  -4.11892  -4.74615  -2.46451
H  -4.73433  -6.89649  -0.44879
H  -4.75548  -5.11637  -0.03770
H  -3.28444  -6.61014  1.50289
H  -3.20485  -4.96104  1.33308
H  -1.05888  -5.53940  2.33905
H  -0.86018  -4.96971  0.74857
H  -1.92285  -8.26237  1.42113
H  -0.67228  -7.95530  2.55980
H  -0.35037  -8.86664  1.09196
C  1.83798  -7.87715  -5.13687
O  1.77728  -7.56692  -3.73306
C  0.97278  -6.41332  -3.53903
C  1.05468  -5.96690  -2.03060
O  2.23079  -5.21619  -1.78743
C  2.39395  -4.86538  -0.46318
C  3.63262  -3.99260  -0.27114
O  3.23047  -2.66625  -0.62613
C  4.15175  -1.63337  -0.40538
H  0.93318  -7.93541  -5.74774
H  2.36272  -8.79781  -5.34925
H  2.47736  -7.15046  -5.66340
H  -0.11393  -6.67163  -3.78095
H  1.28037  -5.62175  -4.21805
H  1.01566  -6.82181  -1.39347
H  0.15513  -5.45129  -1.68513
H  2.57509  -5.74339  0.14503
H  1.49039  -4.29917  -0.09300
H  4.44890  -4.37585  -0.91745
H  3.76636  -4.14989  0.82565
H  5.04487  -1.80012  -1.02586
H  4.38585  -1.42538  0.66130
H  3.75363  -0.74010  -0.83649
C  -4.34940  -1.00474  0.31799
C  -4.85865  -2.32341  -0.36465
C  -6.23798  -1.98709  -1.10675
S  -7.03893  -0.71567  -0.06304
O  -7.90404  -1.35862  0.87390
O  -7.54102  0.35770  -0.86558
C  -5.57756  -0.19006  0.85622
H  -3.79139  -0.37543  -0.45359
H  -3.59988  -1.30728  1.05931
H  -4.94172  -3.15333  0.34250
H  -4.15233  -2.67411  -1.11995
H  -6.83954  -2.88412  -1.21660
H  -6.03856  -1.46219  -2.05356
H  -5.92102  -0.45259  1.85524
H  -5.49558  0.92227  0.87394
C  -3.71376  1.99457  -2.55305
C  -5.18232  1.90181  -2.36356
C  -5.78810  1.21606  -3.66394
S  -4.47220  0.21968  -4.34506
O  -4.11958  0.65918  -5.69484
O  -4.86990  -1.14102  -4.09721
C  -3.20676  0.70840  -3.17414
H  -3.06426  2.27470  -1.70978
H  -3.48319  2.78899  -3.31211
H  -5.63088  2.85746  -2.04680
H  -5.45466  1.22054  -1.51487
H  -6.16236  1.98697  -4.34920
H  -6.59834  0.52075  -3.38719
H  -2.23559  0.84995  -3.69415
H  -3.15489  -0.14605  -2.45030
C  1.47824  -0.28501  1.01538
C  0.44614  -1.35689  0.81708
C  -0.80151  -0.65292  0.33034
S  -0.90669  0.74456  1.49101
O  -1.64431  0.31950  2.67631
O  -1.33792  2.01686  0.89058
C  0.88118  0.86787  1.88751
H  1.70588  0.22326  0.03528
H  2.38066  -0.63300  1.46363
H  0.33925  -1.98660  1.69291
H  0.82302  -2.00532  -0.00685
H  -1.72988  -1.23774  0.31548
H  -0.60183  -0.25852  -0.64320
H  0.94012  0.70123  2.93163
H  1.10111  1.91691  1.62528
C  -4.62129  -2.40947  4.85258
C  -3.69603  -1.18763  4.81333
C  -2.24961  -1.65803  4.91516
S  -2.17170  -3.07229  3.86010
O  -1.49838  -4.15608  4.55233
O  -1.70085  -2.74966  2.53899
C  -3.93646  -3.49008  3.93191
H  -5.66979  -2.18689  4.65552
H  -4.58895  -2.77332  5.88695
H  -3.87793  -0.52463  5.70381
H  -3.87221  -0.52799  3.92657
H  -1.92955  -2.06259  5.90812
H  -1.54133  -0.92871  4.50769
H  -3.93690  -4.55064  4.19693
H  -4.37700  -3.39093  2.96114
C  -3.05347  3.38366  -7.89852
C  -2.00819  2.28548  -8.01006
C  -0.76514  2.84761  -7.27501
S  -1.38111  4.07645  -6.02239
O  -1.02199  5.40842  -6.40407
O  -1.11041  3.59085  -4.66581
C  -3.09171  3.82334  -6.45769
H  -4.01024  3.05292  -8.21705
H  -2.87709  4.20496  -8.62117
H  -1.66156  1.99625  -8.98209
H  -2.37708  1.32462  -7.59273
H  -0.18004  3.53043  -7.87844
H  -0.19355  2.01833  -6.84249
H  -3.65010  4.77311  -6.16888
H  -3.42363  3.04571  -5.75019
C  3.02857  2.15636  -3.80850
C  3.20604  0.70694  -4.39665
C  2.15898  -0.09894  -3.63465
S  0.70363  0.90095  -3.69261
O  0.01638  0.78548  -2.42560
O  -0.04110  0.69226  -4.90190
C  1.59192  2.42710  -3.86310
H  3.68806  2.89023  -4.30739
H  3.49352  2.09920  -2.78448
H  4.23395  0.28343  -4.17686
H  3.00068  0.66302  -5.48325
H  2.39394  -0.12880  -2.52027
H  1.91222  -1.15693  -3.86018
H  1.30825  3.01066  -3.00672
H  1.17804  2.73711  -4.81515
C  5.10857  1.61417  0.42920
C  4.51303  1.64257  1.87103
C  3.57881  2.88398  2.06980
S  3.47261  3.58048  0.45776
O  3.21221  4.98758  0.51120
O  2.66558  2.79793  -0.46009
C  5.11996  3.10787  -0.03485
H  4.36187  1.08964  -0.22322
H  6.14314  1.25313  0.34186
H  5.39441  1.83286  2.57990
H  4.09221  0.68199  2.10664
H  4.02527  3.50902  2.84548
H  2.62455  2.49374  2.46155
H  5.85184  3.60420  0.62151
H  5.22502  3.31606  -1.12143
C  -3.43470  2.74685  5.09295
C  -3.57834  3.29817  3.66896
C  -2.30507  4.12695  3.22320
S  -0.98448  3.65559  4.38721
O  -0.90709  4.73647  5.37699
O  0.27182  3.18089  3.85847
C  -1.92375  2.30988  5.18566
H  -4.11501  1.94984  5.16675
H  -3.60090  3.53907  5.80958
H  -4.50672  3.79459  3.55622
H  -3.61899  2.42132  2.95192
H  -2.36247  5.20994  3.33883
H  -1.95626  3.85642  2.23277
H  -1.56062  2.26205  6.20955
H  -1.83325  1.44175  4.55202
C  3.45026  8.74199  3.62489
C  2.78857  7.79928  2.60592
C  2.38697  6.56976  3.47873
S  3.71394  6.34449  4.71832
O  4.59968  5.41402  4.10493
O  3.33502  6.06757  6.09678
C  4.47995  8.03265  4.48504
H  2.69702  9.09865  4.31414
H  3.82674  9.62409  3.08849
H  3.57040  7.56710  1.81718
H  1.90573  8.22631  2.13529
H  2.43431  5.66243  2.87413
H  1.46750  6.71105  4.01975
H  5.42994  7.90806  4.00402
H  4.58714  8.38943  5.48532
C  2.97680  2.97713  7.61551
C  4.04724  1.83472  7.59544
C  3.30893  0.59546  7.06529
S  2.02473  1.27374  5.92721
O  0.70757  0.89489  6.46049
O  2.28253  0.92973  4.53504
C  2.28203  2.98743  6.27098
H  3.42356  3.98025  7.78014
H  2.20449  2.73727  8.46110
H  4.40535  1.78581  8.64889
H  4.94299  1.98481  6.97537
H  2.70861  -0.02450  7.78059
H  3.91520  -0.09792  6.50473
H  1.36340  3.59318  6.12920
H  2.99801  3.33958  5.50224
C  3.25774  -5.19442  3.23840
O  3.35205  -3.93723  3.78123
C  2.01516  -3.36977  3.77866
C  2.05559  -1.98347  4.38043
O  2.63880  -1.99989  5.71731
C  2.24146  -3.12006  6.51321
H  2.54027  -5.21152  2.43344
H  2.88788  -5.95191  3.96797
H  4.26943  -5.52544  2.93257
H  1.31675  -4.01907  4.34799
H  1.59967  -3.37028  2.71317
H  1.06845  -1.53495  4.39637
H  2.75214  -1.31954  3.78913
H  2.57121  -4.06132  6.18036
H  1.17625  -3.24466  6.76991
H  2.88818  -2.94085  7.41422
C  7.27454  -1.73412  1.19103
O  6.36888  -0.99718  2.02467
C  6.13860  -1.67079  3.24131
C  5.66809  -0.61425  4.24891
O  6.62665  0.39992  4.62489
C  7.75721  -0.06045  5.28504
H  7.21314  -1.35913  0.16305
H  6.98799  -2.82843  1.21847
H  8.29176  -1.59335  1.54468
H  6.98240  -2.24008  3.55916
H  5.26307  -2.30880  3.03628
H  5.40773  -1.13408  5.19931
H  4.80052  -0.06745  3.93112
H  7.47285  -0.68963  6.14328
H  8.18755  0.75319  5.86794
H  8.48448  -0.57362  4.64588

Kohn-Sham gap = 9.3 eV
Calculated total energy = -259241.717 eV
Largest force on an atom = 0.06907 Eh/bohr
Net charge = 0

ORCA calculation (ωB97M-V with the def2-TZVPD basis set) on a structure of composition C7H15CuO4 in a non-equilibrium geometry.

CARTESIAN COORDINATES (ANGSTROEM)
C  0.47829  -0.18064  2.36334
O  0.39351  0.93244  1.44487
C  -0.90264  1.21773  1.04045
C  -0.91768  2.18984  -0.11249
O  -0.22425  1.67990  -1.27302
C  1.09790  2.21560  -1.46647
H  1.54541  -0.25887  2.64654
H  -0.05353  0.09892  3.29765
H  -1.49412  1.66862  1.86231
H  -1.44937  0.29426  0.75259
H  -0.44974  3.14216  0.16626
H  -1.95068  2.38018  -0.42939
H  1.52868  1.72169  -2.34593
H  1.01854  3.29129  -1.66263
H  1.69509  2.01561  -0.57045
O  -0.17091  -1.30603  -1.36770
C  -0.93380  -2.42852  -0.82438
C  -0.16869  -2.66138  0.49372
O  1.15153  -2.61298  -0.12507
C  1.16671  -1.39596  -0.74687
Cu  -0.79090  0.17649  -2.12323
H  -0.91750  -3.20411  -1.60266
H  -1.97656  -2.12772  -0.66262
H  0.20615  -1.93596  1.65952
H  1.89654  -1.32959  -1.56110
H  1.23730  -0.60155  0.01904
H  -1.01530  -2.98142  1.12772

2S+1 = 2
Kohn-Sham gap (alpha / beta) = 8.0 / 8.8 eV
Calculated total energy = -60316.676 eV
Largest force on an atom = 0.07251 Eh/bohr
Net charge = +1